{"formula": "C5H45BNO18", "method": "wB97M-V/def2-TZVPD", "homo_lumo_gap_ha": 0.3334, "charge": 1, "lumo_ev": -3.36, "elements": ["C", "B", "O", "C", "C", "N", "C", "C", "H", "H", "H", "H", "H", "H", "H", "H", "H", "H", "H", "O", "H", "H", "O", "H", "H", "O", "H", "H", "O", "H", "H", "O", "H", "H", "O", "H", "H", "O", "H", "H", "O", "H", "H", "O", "H", "H", "O", "H", "H", "O", "H", "H", "O", "H", "H", "O", "H", "H", "O", "H", "H", "O", "H", "H", "O", "H", "H", "O", "H", "H"], "coordinates": [[3.396, 0.061, 0.068], [2.064, -0.720, -0.081], [2.071, -2.077, -0.235], [0.617, -0.004, -0.115], [-0.134, 0.058, -1.383], [-1.399, 0.060, -1.219], [-1.805, -0.098, 0.189], [-0.476, -0.398, 0.920], [3.752, 0.367, -0.923], [3.288, 0.978, 0.649], [4.181, -0.555, 0.506], [1.184, -2.454, -0.189], [0.834, 1.066, 0.063], [0.324, 0.150, -2.363], [-2.065, 0.200, -1.982], [-2.450, -0.978, 0.242], [-2.412, 0.730, 0.547], [-0.462, -1.460, 1.157], [-0.389, 0.232, 1.799], [0.334, 3.111, -2.901], [-0.221, 2.429, -2.514], [0.102, 3.130, -3.836], [-0.202, 5.688, -1.326], [0.083, 4.805, -1.588], [0.345, 6.276, -1.857], [-0.629, 1.551, 3.703], [0.043, 2.246, 3.704], [-0.503, 1.134, 4.562], [2.965, -4.906, -1.436], [2.997, -4.023, -1.046], [2.046, -5.163, -1.287], [0.353, -4.526, -0.051], [0.572, -4.367, 0.876], [-0.061, -5.404, -0.040], [0.659, -7.385, -0.061], [1.133, -7.754, 0.691], [0.971, -7.892, -0.819], [-2.183, -3.342, 1.103], [-2.479, -4.258, 1.098], [-1.528, -3.314, 0.395], [-0.809, 6.042, -4.539], [-1.021, 5.207, -4.100], [-1.270, 6.670, -3.973], [1.272, 3.321, 5.190], [1.934, 4.016, 5.143], [1.409, 2.894, 6.048], [-4.668, 1.182, 0.870], [-4.970, 0.413, 1.366], [-5.008, 1.931, 1.376], [-2.572, 1.429, -3.535], [-2.173, 1.242, -4.394], [-3.508, 1.557, -3.733], [2.173, 1.093, 6.796], [2.781, 1.017, 7.539], [2.584, 0.588, 6.084], [-2.979, 3.526, 0.161], [-2.315, 3.488, 0.858], [-3.336, 2.632, 0.101], [2.688, -3.874, -4.299], [2.807, -4.008, -3.351], [3.139, -4.612, -4.718], [0.580, -2.013, -3.720], [1.156, -1.754, -2.996], [1.079, -2.747, -4.117], [-2.686, 4.471, -2.827], [-2.471, 4.791, -1.940], [-2.681, 3.513, -2.740], [1.360, -1.546, 5.901], [0.954, -1.125, 6.667], [1.269, -2.492, 6.045]]}